C3H6BrN2O | ωB97M-V/def2-TZVPD

Summary:
* highest occupied orbital energy (spin up / spin down): -12.4 / -12.5 eV
* spin multiplicity: 1
* total charge: +1
* ΔE to the lowest compared entry with this formula, charge and spin: 102.0 kcal per mole

Structure (XYZ):
```
13
Properties=species:S:1:pos:R:3:forces:R:3:nbo_charge:R:1
N 1.01872 1.09620 1.24715 -2.42 -3.43 -1.26 -0.167
C 1.08254 -0.25485 1.07139 -1.75 3.44 -0.36 0.205
H -0.47535 1.26000 -2.84199 -0.38 -1.01 1.65 -0.039
H 0.34646 -2.67598 0.24995 -0.19 0.19 -0.17 0.230
N -0.05610 -0.67970 0.38029 1.54 2.28 1.21 -0.324
O -0.11951 1.59330 0.68403 -0.47 -0.57 -0.23 -0.229
C -0.83296 0.50607 0.16820 1.47 0.18 0.19 0.219
H 1.72061 1.72510 1.51474 0.99 1.20 0.39 0.452
H -0.34288 1.61557 -3.42538 0.38 1.00 -1.63 0.038
H -1.16926 -2.00000 -0.72028 0.50 -0.02 0.68 0.241
C -0.32374 -1.86926 -0.02874 -0.78 -1.94 -0.97 -0.161
Br -2.64737 0.39532 0.03233 0.06 0.39 0.14 0.273
H 1.79883 -0.71176 1.66833 1.06 -1.71 0.35 0.260
```
Forces are in eV/Å.

C3H6BrOP | ωB97M-V/def2-TZVPD

Summary:
* highest occupied orbital energy: -9.3 eV
* spin multiplicity: 1
* ΔE to the lowest compared entry with this formula, charge and spin: 3.7 kcal per mole

Structure (XYZ):
```
12
Properties=species:S:1:pos:R:3:forces:R:3:nbo_charge:R:1
Br 2.22809 1.12212 0.32007 -0.59 0.46 0.06 0.010
H -2.42791 0.50620 0.35200 0.43 0.57 0.73 0.219
H -1.00634 -1.17554 -0.20597 -0.37 -1.39 -0.91 0.223
C -0.52007 -0.32811 0.17286 3.77 1.06 2.08 -0.435
C 0.89767 -0.13649 -0.55607 -0.74 -0.19 -0.38 -0.559
H -1.13940 1.81732 0.43769 0.05 -0.45 0.12 0.223
O 2.18756 -1.98884 1.03414 -0.65 -1.52 2.71 -1.040
P 2.37539 -1.37397 -0.24305 -0.27 1.61 -3.17 1.314
H -1.70202 0.96244 -1.02056 0.60 0.39 -0.45 0.204
H -0.28372 -0.59721 1.27602 -0.37 0.57 -1.71 0.230
H 0.81527 0.34770 -1.59220 0.08 -1.01 1.41 0.234
C -1.42452 0.84438 0.02508 -1.94 -0.08 -0.50 -0.622
```
Forces are in eV/Å.

C3H6CaO3 | ωB97M-V/def2-TZVPD

Summary:
* highest occupied orbital energy: -7.4 eV
* spin multiplicity: 1
* ΔE to the lowest compared entry with this formula, charge and spin: 32.9 kcal per mole

Structure (XYZ):
```
13
Properties=species:S:1:pos:R:3:forces:R:3:lowdin_charge:R:1
H -0.24767 1.73516 2.10765 0.35 0.07 0.46 0.091
C 0.33006 0.84196 2.36964 0.31 -0.89 -0.31 -0.067
H 1.33441 1.03130 2.77270 -0.39 0.44 0.23 0.098
H -0.57306 -1.97558 0.40000 -3.28 3.14 -3.84 0.139
H 3.06037 -1.19154 -0.29102 -0.42 -0.45 -0.35 0.113
C 2.03723 -0.80349 -0.19880 -0.68 -0.12 1.03 -0.299
H -0.25143 0.22610 3.06803 0.11 0.11 -0.04 0.098
O -1.28976 -1.30277 -0.39573 2.37 -3.96 3.66 -0.737
O 0.51381 0.17639 1.13427 -1.17 0.52 0.84 -0.443
Ca -0.44156 0.43579 -0.82066 -1.46 0.87 -0.66 1.424
C 1.36116 -0.94746 1.02129 2.35 1.12 -0.71 -0.194
O 1.50174 -0.11238 -1.15516 2.22 -0.64 -0.14 -0.323
H 1.93482 -1.16474 1.92587 -0.32 -0.22 -0.17 0.099
```
Forces are in eV/Å.

C3H6Cl2NO | ωB97M-V/def2-TZVPD

Summary:
* highest occupied orbital energy: -15.2 eV
* spin multiplicity: 1
* total charge: +1
* ΔE to the lowest compared entry with this formula, charge and spin: 0.0 kcal per mole

Structure (XYZ):
```
13
Properties=species:S:1:pos:R:3:forces:R:3:nbo_charge:R:1
H -1.13365 1.69221 -0.63950 0.12 0.16 0.73 0.238
H 0.25496 -0.44535 -0.82225 1.14 0.22 -0.72 0.444
H -1.84562 2.00977 1.67034 -0.31 1.07 0.75 0.246
C 2.35253 -0.82270 -0.69337 2.00 -1.30 -0.23 0.412
H -1.31738 -0.69951 -1.34329 1.29 1.25 1.62 0.457
C -1.12870 0.93679 0.14810 -0.16 -1.09 0.42 -0.055
Cl 2.04436 0.40127 0.45780 -0.15 0.56 0.28 0.071
C -1.51874 1.03885 1.43870 0.27 -1.04 -3.13 -0.331
N -0.68742 -0.37163 -0.50758 -4.53 -2.54 1.25 -0.739
H -0.83962 -1.21686 0.16841 0.50 1.93 -1.13 0.444
O 1.63141 -1.21039 -1.55570 -0.31 0.55 0.34 -0.521
Cl 3.91896 -1.52659 -0.43174 -0.38 0.16 -0.18 0.097
H -1.73110 0.21414 2.11008 0.50 0.06 0.01 0.236
```
Forces are in eV/Å.

C3H6Cl2NO3P | ωB97M-V/def2-TZVPD

Summary:
* highest occupied orbital energy: -2.2 eV
* spin multiplicity: 1
* total charge: -2
* ΔE to the lowest compared entry with this formula, charge and spin: 47.3 kcal per mole

Structure (XYZ):
```
16
Properties=species:S:1:pos:R:3:forces:R:3:nbo_charge:R:1
C 1.64550 0.06108 0.95889 -2.12 -1.06 0.06 -0.546
H -0.35781 1.70143 0.19918 1.50 0.40 0.61 0.486
C 0.58640 -0.77421 0.80814 0.45 2.97 0.45 0.381
Cl 4.81737 5.50837 -8.27161 0.05 0.03 -0.06 -1.000
Cl -4.35671 -0.98599 0.79980 0.36 0.12 0.06 0.000
H 0.31406 -2.80985 0.44437 -0.62 -1.69 0.93 0.216
O -0.53088 -0.36205 1.50345 -0.33 -1.27 -0.36 -0.830
H -0.00961 -1.86603 -0.97419 -0.13 0.15 0.55 0.237
O -2.36001 1.10713 2.26926 -0.23 0.44 -0.10 -1.126
C 0.62401 -1.96490 -0.07471 0.85 0.91 -2.02 -0.671
N -2.89400 -0.39038 0.06773 -0.26 -0.15 -0.41 -1.136
O -1.18996 1.42482 -0.12535 -2.17 -0.75 0.03 -0.984
P -1.96058 0.49369 0.99360 1.79 -0.55 -0.06 2.399
H 1.65458 -2.14304 -0.49343 -0.84 0.29 0.74 0.206
H 1.56950 0.91103 1.57409 -0.38 0.86 0.86 0.189
H 2.44814 0.08892 0.32077 2.08 -0.71 -1.27 0.180
```
Forces are in eV/Å.

C3H6Cl2O2S | ωB97M-V/def2-TZVPD

Summary:
* highest occupied orbital energy: -10.1 eV
* spin multiplicity: 1
* ΔE to the lowest compared entry with this formula, charge and spin: 7.2 kcal per mole

Structure (XYZ):
```
14
Properties=species:S:1:pos:R:3:forces:R:3:nbo_charge:R:1
C 2.20843 -0.38508 0.87982 0.20 0.70 -0.15 -0.454
O -0.76068 1.35495 -1.45851 0.07 0.15 0.10 -0.921
H -3.00816 0.31791 -1.69496 0.16 -1.54 -4.08 0.471
Cl 1.03325 1.75508 2.06554 0.05 -0.36 -0.19 -0.035
H 2.29709 1.58407 0.10198 0.21 0.28 -0.47 0.215
C -1.02745 -0.97635 -0.21906 -2.04 -1.09 -0.79 -0.614
H -1.85257 -1.65770 0.14480 0.56 1.28 -0.27 0.244
Cl -0.57017 -1.72858 -1.80977 -0.06 0.80 0.90 -0.045
C 1.95498 0.90153 0.84460 -0.09 0.87 0.12 -0.184
H 1.75161 -0.83621 1.74485 0.43 -1.15 -0.10 0.218
H 2.87708 -0.77164 0.09081 -0.70 -0.34 0.80 0.242
S -1.52143 0.85042 -0.32516 -1.24 -1.17 -0.46 1.496
O -3.13330 0.63997 -0.86093 1.40 1.48 4.31 -0.858
H -0.24869 -1.04835 0.49598 1.05 0.09 0.28 0.225
```
Forces are in eV/Å.

C3H6Cl2O8S | ωB97M-V/def2-TZVPD

Summary:
* highest occupied orbital energy: -11.0 eV
* spin multiplicity: 1
* ΔE to the lowest compared entry with this formula, charge and spin: 0.0 kcal per mole

Structure (XYZ):
```
20
Properties=species:S:1:pos:R:3:forces:R:3:nbo_charge:R:1
H -1.44028 -1.35898 -3.05006 0.90 0.93 2.59 0.513
O 0.70304 0.26219 -2.67804 -0.54 0.95 -0.07 -0.694
C 0.24347 -0.87416 -2.11549 0.01 -2.26 -2.40 0.541
O -1.14565 -1.06832 -2.10018 0.16 -0.28 -1.92 -0.713
H -1.46692 0.49604 2.48929 -0.44 0.24 0.31 0.537
O 0.71610 -2.32798 -0.17992 0.27 -1.26 -3.96 -0.647
O -2.09349 0.97982 3.10230 1.01 -0.64 -0.74 -0.887
O 0.56103 1.13127 -0.18342 0.77 0.87 -1.40 -0.646
O 2.27774 -0.73100 -0.75549 -3.11 2.27 1.37 -0.730
H 2.84991 -1.33820 -1.14699 0.88 -2.10 -1.29 0.494
O -2.53200 2.90693 4.29436 -0.27 1.25 0.18 -0.843
O -0.49828 -0.39317 1.06398 -0.31 0.60 0.25 -0.633
C 0.18476 -0.04690 0.12631 0.48 -2.61 1.22 0.789
H 0.49531 -2.18414 0.68561 -1.09 0.28 3.74 0.490
Cl -0.28792 2.98069 2.19062 -0.15 0.48 -0.11 -0.417
C 0.85077 -1.11694 -0.74815 2.37 1.04 0.42 0.347
Cl 0.92288 -2.15241 -3.30009 -0.11 -0.10 0.50 -0.141
H 0.88269 0.91810 -1.98604 0.08 -0.02 -0.26 0.507
S -1.39439 2.16592 3.88994 -0.06 -1.32 0.18 1.616
H 0.17124 1.75124 0.40146 -0.86 1.69 1.41 0.517
```
Forces are in eV/Å.

C3H6Cl2S | ωB97M-V/def2-TZVPD

Summary:
* highest occupied orbital energy: -9.1 eV
* spin multiplicity: 1
* ΔE to the lowest compared entry with this formula, charge and spin: 68.5 kcal per mole

Structure (XYZ):
```
12
Properties=species:S:1:pos:R:3:forces:R:3:nbo_charge:R:1
H -1.10085 -0.57322 -0.73918 2.42 0.25 -1.38 0.254
C 0.46564 -0.04832 1.17769 -2.18 0.10 2.29 -0.453
C 0.97773 -0.32731 -0.15189 -1.52 -2.37 -2.48 -0.482
Cl -0.96762 1.59998 -0.67999 0.20 2.47 -0.37 0.035
H 0.67482 1.00316 1.26226 -0.62 0.55 1.03 0.209
H 1.90787 0.25658 -0.19761 -0.02 -0.84 -0.89 0.247
C -0.18959 0.08809 -1.06932 -1.77 -0.99 -1.13 -0.219
S -1.44230 -0.46827 1.53320 0.46 1.41 -2.29 -0.191
Cl -0.11264 0.17246 -2.92639 0.67 -0.80 1.41 -0.047
H 0.97939 -0.59608 1.96296 -0.02 -0.03 0.04 0.236
H -2.09946 0.36974 0.15825 1.03 -1.59 3.67 0.171
H 0.90701 -1.47681 -0.32999 1.35 1.84 0.10 0.240
```
Forces are in eV/Å.